{"formula": "C4H5N2P", "method": "wB97M-V/def2-TZVPD", "total_charge": 0, "e_above_lowest_kcal_mol": 61.2, "gap_ha": 0.3491, "spin_multiplicity": 1, "symbols": ["C", "C", "C", "C", "N", "N", "P", "H", "H", "H", "H", "H"], "xyz": [[0.13794, -0.83900, 1.49485], [1.60562, -0.56150, 1.10937], [-1.96645, 2.02061, -1.34372], [-0.80858, 1.94875, -1.54896], [-0.70243, -0.98288, 0.53960], [1.76156, -0.78766, -0.15142], [0.29555, -1.08750, -0.93315], [-0.23689, -0.84781, 2.58462], [2.43269, -0.26630, 1.77521], [-2.94593, 2.13346, -1.14800], [0.22859, 1.86654, -1.63019], [0.19832, -2.59671, -0.74820]], "mulliken_charge": [0.039, 0.025, -0.348, -0.512, -0.458, -0.434, 0.016, 0.322, 0.363, 0.422, 0.446, 0.118]}

=====

{"formula": "C4H5N2S", "method": "wB97M-V/def2-TZVPD", "total_charge": -1, "e_above_lowest_kcal_mol": 23.4, "gap_ha": 0.2374, "spin_multiplicity": 1, "smiles": "Cc1nccn1[S-]", "symbols": ["C", "C", "N", "C", "C", "N", "S", "H", "H", "H", "H", "H"], "xyz": [[-0.41172, -1.73932, -0.65969], [0.13811, -0.48147, -0.19347], [1.34668, -0.12682, 0.05946], [1.39119, 1.15600, 0.54527], [0.11216, 1.73323, 0.51786], [-0.83316, 0.76011, 0.27842], [-2.46749, 0.86637, -0.26818], [-1.48128, -1.92608, -0.45124], [-0.21123, -1.99898, -1.64546], [0.26726, -2.39749, -0.02871], [2.36001, 1.45669, 0.87041], [-0.21053, 2.69778, 0.97534]], "mulliken_charge": [-0.912, 0.575, -0.710, -0.406, -0.328, -0.070, -0.646, 0.272, 0.248, 0.234, 0.431, 0.313]}

=====

{"formula": "C4H5N3", "method": "wB97M-V/def2-TZVPD", "total_charge": 0, "e_above_lowest_kcal_mol": 135.4, "gap_ha": 0.3645, "spin_multiplicity": 1, "smiles": "C1=NN1.C=CC#N", "symbols": ["C", "N", "N", "H", "H", "C", "C", "C", "N", "H", "H", "H"], "xyz": [[-0.95574, -0.12241, 1.89169], [0.11143, 0.45712, 1.51547], [-1.21620, 0.44029, 0.67551], [-1.52385, -0.64329, 2.76032], [-1.64925, 1.38696, 0.67102], [0.02429, -1.11430, -1.63302], [0.98120, -1.03320, -0.68129], [1.90536, 0.00575, -0.42329], [2.70541, 0.74543, -0.11265], [-0.66225, -1.99830, -1.74405], [-0.24446, -0.31630, -2.35101], [1.36643, -1.85709, 0.05506]], "mulliken_charge": [0.259, -0.376, -0.346, 0.266, 0.221, -0.543, -0.176, 0.396, -0.434, 0.244, 0.253, 0.234]}

=====

{"formula": "C4H5N3", "method": "wB97M-V/def2-TZVPD", "total_charge": 0, "e_above_lowest_kcal_mol": 16.3, "gap_ha": 0.3507, "spin_multiplicity": 1, "smiles": "Nc1cncnc1", "symbols": ["N", "C", "C", "N", "C", "N", "C", "H", "H", "H", "H", "H"], "xyz": [[0.44708, 1.54479, -1.15519], [0.07597, 0.49556, -0.34108], [1.06425, -0.44036, -0.02227], [0.83689, -1.44397, 0.79148], [-0.40616, -1.51012, 1.29998], [-1.43413, -0.68995, 1.07143], [-1.18087, 0.32475, 0.23212], [1.25332, 1.33326, -1.72462], [-0.28570, 2.03635, -1.63721], [2.05758, -0.32074, -0.46382], [-0.44694, -2.36803, 1.94868], [-1.98026, 1.03807, -0.00120]], "mulliken_charge": [-0.520, 0.771, -0.206, -0.571, -0.084, -0.560, -0.240, 0.216, 0.227, 0.291, 0.372, 0.304]}

=====

{"formula": "C4H5N3", "method": "wB97M-V/def2-TZVPD", "total_charge": 0, "e_above_lowest_kcal_mol": 101.5, "gap_ha": 0.3319, "spin_multiplicity": 1, "symbols": ["N", "C", "C", "C", "N", "C", "N", "H", "H", "H", "H", "H"], "xyz": [[1.96566, -1.48620, 0.84743], [0.95272, -1.18718, 0.33321], [1.22824, 0.98038, -0.81273], [-0.47857, -1.28247, -0.06113], [-1.35413, -0.16712, 0.20759], [-0.96295, 1.03165, 0.27994], [0.36399, 1.48371, 0.05419], [0.66991, 0.37095, -1.51959], [-0.51502, -1.53686, -1.12378], [-0.88613, -2.13837, 0.48064], [-1.68038, 1.80819, 0.55505], [0.69666, 2.12333, 0.75918]], "mulliken_charge": [-0.449, 0.467, -0.460, -0.574, -0.413, 0.068, -0.133, 0.291, 0.295, 0.317, 0.379, 0.213]}

=====

{"formula": "C4H5N3", "method": "wB97M-V/def2-TZVPD", "total_charge": 0, "e_above_lowest_kcal_mol": 18.3, "gap_ha": 0.3566, "spin_multiplicity": 1, "smiles": "Nc1cncnc1", "symbols": ["N", "C", "C", "N", "C", "N", "C", "H", "H", "H", "H", "H"], "xyz": [[0.51707, -0.93168, 1.70109], [0.11280, -0.22879, 0.57409], [-0.84384, -0.78568, -0.26888], [-1.06743, -0.32273, -1.49218], [-0.44566, 0.82062, -1.79557], [0.21939, 1.59596, -0.94325], [0.49642, 1.06605, 0.24602], [0.61407, -1.91818, 1.49536], [1.36046, -0.56886, 2.12126], [-1.46156, -1.57557, 0.16283], [-0.53372, 1.19487, -2.81230], [0.99432, 1.68665, 0.99000]], "mulliken_charge": [-0.590, 0.478, -0.144, -0.553, -0.070, -0.559, -0.168, 0.266, 0.249, 0.379, 0.364, 0.350]}

=====

{"formula": "C4H5N3", "method": "wB97M-V/def2-TZVPD", "total_charge": 0, "e_above_lowest_kcal_mol": 113.4, "gap_ha": 0.3220, "spin_multiplicity": 1, "smiles": "[H]/N=C1\\C=CN\\C1=N\\[H]", "symbols": ["H", "N", "C", "C", "C", "N", "C", "N", "H", "H", "H", "H"], "xyz": [[1.98133, 1.96428, 0.22408], [1.81243, 0.92662, -0.15826], [0.71000, 0.44432, -0.34786], [-0.65597, 1.14311, -0.17484], [-1.56393, 0.13026, -0.06470], [-0.99809, -1.18957, -0.35654], [0.32411, -1.09136, -0.38960], [1.40332, -1.84536, 0.08184], [2.16219, -0.97700, 0.12570], [-0.89149, 2.28994, 0.17771], [-2.63044, 0.10178, 0.55782], [-1.65345, -1.89702, 0.32465]], "mulliken_charge": [0.270, -0.686, 0.746, -0.369, -0.216, -0.280, 0.064, -0.680, 0.352, 0.219, 0.220, 0.359]}

=====

{"formula": "C4H5N3", "method": "wB97M-V/def2-TZVPD", "total_charge": 0, "e_above_lowest_kcal_mol": 67.2, "gap_ha": 0.2934, "spin_multiplicity": 1, "symbols": ["C", "N", "C", "C", "N", "C", "N", "H", "H", "H", "H", "H"], "xyz": [[-1.38256, -0.21003, 0.45880], [-0.39829, -0.14812, -0.66575], [0.99566, 0.18003, -0.28446], [1.80560, -0.92690, -0.01183], [2.43037, -1.89664, 0.16769], [1.17329, 1.49936, 0.14576], [1.23322, 2.62040, 0.46540], [-1.05673, -0.99569, 1.14098], [-2.38194, -0.41819, 0.06763], [-1.35759, 0.75502, 0.96669], [-0.71894, 0.53852, -1.35408], [-0.37701, -1.04731, -1.15361]], "mulliken_charge": [-0.772, -0.216, -0.276, 0.274, -0.508, 0.252, -0.509, 0.316, 0.337, 0.325, 0.381, 0.396]}

=====

{"formula": "C4H5N3", "method": "wB97M-V/def2-TZVPD", "total_charge": 0, "e_above_lowest_kcal_mol": 77.2, "gap_ha": 0.3830, "spin_multiplicity": 1, "smiles": "c1nc2n(n1)CC2", "symbols": ["C", "N", "C", "N", "N", "C", "C", "H", "H", "H", "H", "H"], "xyz": [[0.75529, 1.37079, -1.47526], [-0.19237, 0.46543, -1.73678], [-0.45738, -0.03565, -0.60058], [0.11274, 0.69922, 0.38194], [1.03653, 1.53720, -0.20050], [0.09395, -0.46395, 1.39832], [-0.78913, -1.15381, 0.20258], [0.96667, 2.13208, -2.25872], [1.04487, -0.90564, 1.55653], [-0.26582, -0.01756, 2.42466], [-1.88765, -1.46700, 0.45315], [-0.41769, -2.16111, -0.14534]], "mulliken_charge": [0.056, -0.614, 0.484, 0.386, -0.702, -0.384, -0.452, 0.346, 0.237, 0.214, 0.214, 0.215]}

=====

{"formula": "C4H5N3", "method": "wB97M-V/def2-TZVPD", "total_charge": 0, "e_above_lowest_kcal_mol": 39.5, "gap_ha": 0.3605, "spin_multiplicity": 1, "smiles": "C=Cc1nc[nH]n1", "symbols": ["C", "C", "C", "N", "C", "N", "N", "H", "H", "H", "H", "H"], "xyz": [[0.75590, -1.90002, 1.22892], [1.07113, -0.63902, 0.85289], [0.20128, 0.20619, 0.05876], [-0.79537, -0.31063, -0.63870], [-1.31388, 0.74297, -1.23541], [-0.51815, 1.80366, -1.08181], [0.45727, 1.53424, -0.18576], [-0.25943, -2.32418, 0.97849], [1.38481, -2.37101, 1.95707], [1.98765, -0.17741, 1.28974], [-2.27198, 0.62871, -1.80818], [-0.69921, 2.80649, -1.41600]], "mulliken_charge": [-0.658, -0.230, 0.496, -0.480, -0.069, 0.158, -0.728, 0.277, 0.286, 0.296, 0.386, 0.268]}